[1]
26
Properties=species:S:1:pos:R:3:forces:R:3:mulliken_spin:R:1 method="wB97M-V/def2-TZVPD" homo_energy_ev="-8.127 / -12.099" multiplicity=3 gap_ev="4.071 / 3.334" charge=+1
S -0.273008 0.610054 -0.128540 1.928 -3.165 5.030 0.652
O 0.510291 1.862081 0.470911 1.675 1.703 0.041 0.044
O -1.586904 0.841972 0.440309 -2.758 -0.226 0.033 0.150
N -0.302475 1.351318 -1.957766 -4.660 -0.367 -3.584 0.238
C -1.255715 2.476667 -2.024735 3.035 3.854 0.069 0.004
C 1.200004 -3.152315 3.998467 -2.046 0.179 2.481 -0.002
C 1.079414 1.255510 -2.449831 -1.415 5.976 -1.360 -0.010
C -1.237942 0.241211 -2.458098 1.010 2.161 2.236 0.028
C 0.086280 -1.536840 2.478450 -2.939 0.150 0.008 0.400
C 0.002156 -2.541302 3.372581 3.793 -1.863 1.905 0.352
H -0.819825 -1.047912 2.247851 -0.684 0.976 -0.551 0.052
H -2.061190 2.426339 -1.324497 -0.318 -0.854 0.501 0.004
H 1.427453 -4.178180 3.743538 -1.025 -1.087 0.533 0.054
H -1.470096 0.457406 -3.402433 -0.575 0.647 -4.085 0.001
H 2.096076 -2.806123 3.681924 2.722 2.185 -1.060 0.005
H -0.630830 3.334925 -1.652675 -0.811 -0.269 -0.395 0.001
H 1.107654 -2.949970 5.179816 0.141 -0.982 -2.473 0.040
H 1.306399 2.078033 -3.285419 -0.597 -1.449 1.963 0.003
H -0.814126 -2.841217 3.902938 -2.948 -0.448 0.579 0.014
H -2.182976 0.181822 -1.959664 -0.185 0.254 0.959 -0.002
H -0.707445 -0.602908 -2.368060 1.596 -3.541 0.078 -0.026
H 0.191837 2.170956 1.352374 -0.053 -0.656 -0.927 -0.002
H 1.669347 1.458824 -1.602921 1.265 0.156 0.769 -0.004
H -1.670082 2.824199 -2.990316 0.478 -0.841 -0.012 0.009
H 1.306537 0.405296 -2.925206 0.454 -3.578 -1.306 0.010
H 0.951640 -1.299237 2.027163 2.917 1.087 -1.435 -0.014

=====

[2]
22
Properties=species:S:1:pos:R:3:forces:R:3:nbo_charge:R:1 method="wB97M-V/def2-TZVPD" homo_energy_ev=-7.116 multiplicity=1 gap_ev=7.942 smiles="C=C[C@H](C)N(N)N(C)O"
O 2.268791 1.049120 0.044308 -1.026 0.127 -0.449 -0.587
N -0.314844 1.186249 -0.257009 1.997 -0.552 -0.223 -0.145
N 0.016317 2.339265 0.481837 0.046 0.143 -0.302 -0.691
N 1.156406 0.274070 -0.340132 -0.157 1.048 0.061 0.011
C 1.440198 -0.301947 -1.649090 -0.414 0.611 -0.141 -0.446
C -0.977559 0.162224 0.576259 0.650 -1.072 -0.151 -0.122
C 0.176337 -2.170681 0.868936 -0.346 1.124 0.302 -0.590
C 0.164053 -0.813299 1.039556 -1.549 -1.644 0.738 -0.105
C -2.098244 -0.491115 -0.225886 -0.030 -0.076 -0.043 -0.615
H -0.548754 2.467630 1.322292 0.241 -0.332 -0.219 0.370
H -2.415882 -1.426177 0.242437 0.005 0.184 0.063 0.229
H 0.678822 -2.811670 1.582830 0.335 0.109 -0.268 0.203
H 0.530855 -0.744108 -2.057839 -0.001 0.124 0.109 0.214
H -0.085348 3.157808 -0.114372 -0.058 -0.271 0.114 0.377
H -0.336218 -2.654936 0.046476 -0.213 0.013 0.117 0.183
H 2.182132 -1.099632 -1.561330 -0.040 0.126 0.350 0.227
H 0.699738 -0.442528 1.913074 0.079 0.095 -0.213 0.200
H -2.956430 0.182784 -0.300795 0.085 -0.066 -0.001 0.211
H -1.411911 0.596962 1.485886 0.117 0.129 -0.123 0.187
H 1.787041 1.798901 0.467610 0.251 0.194 0.269 0.476
H 1.826582 0.468714 -2.320239 -0.068 -0.062 -0.090 0.200
H -1.782082 -0.727632 -1.244809 0.094 0.047 0.104 0.211

=====

[3]
70
Properties=species:S:1:pos:R:3:forces:R:3:mulliken_spin:R:1 method="wB97M-V/def2-TZVPD" homo_energy_ev="-10.786 / -13.181" multiplicity=5 gap_ev="5.219 / 4.567" charge=+2
Ru -0.168512 -0.212274 -0.446822 1.738 -0.584 0.695 0.845
Cl 3.191157 0.190411 -2.790997 0.237 -0.051 -0.115 0.006
S 1.633712 -0.961598 0.682095 1.103 0.244 0.841 0.028
Si 2.368638 0.793517 -4.643437 -3.174 0.147 2.986 0.010
Si 0.035800 -0.547423 -6.681679 1.697 2.116 -2.290 0.183
N 1.861042 1.674537 0.817686 0.260 0.276 0.246 0.000
N 2.817311 0.516546 2.565545 0.099 -0.137 0.032 0.004
N 1.126531 1.649883 -0.386970 -0.738 0.936 -0.407 -0.001
C -1.242156 1.696982 -7.697902 -0.026 0.331 -0.171 0.059
C -1.806625 -1.108817 -1.586891 -0.428 0.390 0.407 0.010
C -1.071576 -2.110992 -0.860216 -0.349 0.242 -0.234 -0.003
C -1.223142 -1.843819 0.540932 -0.806 0.523 -0.642 -0.061
C -2.028729 -0.665172 0.678443 -0.386 -0.398 -0.319 0.213
C 1.460399 3.484668 -4.612408 -0.321 -0.155 -0.093 0.001
C -2.391334 -0.208269 -0.633514 0.119 -0.281 -0.009 -0.069
C -0.864756 4.164959 -4.357938 0.624 -0.397 -0.114 0.000
C 1.131654 2.020590 -7.879971 0.171 -0.141 0.008 0.014
C 0.818753 -1.812277 -7.733276 -0.465 0.842 -0.411 0.329
C 0.439785 -2.999374 -4.130353 0.480 0.117 0.468 0.134
C -0.148810 1.960278 -3.686148 -0.490 -0.252 -0.353 0.010
C 1.270819 -1.884419 -4.199765 0.091 -0.128 0.022 0.281
C -1.180042 2.892862 -3.860060 0.480 0.419 -0.025 0.007
C 1.750094 -2.767095 -7.287405 0.953 -2.149 0.292 0.388
C 0.264975 -1.951420 -9.023913 -0.016 -1.556 -2.174 0.171
C 0.053913 1.216330 -7.461577 -0.308 -0.672 -0.105 0.041
C -0.386508 3.759890 -8.653127 0.017 -0.353 0.183 0.003
C -1.458503 2.951231 -8.279785 -0.137 -0.128 0.008 0.014
C -1.268879 -1.899838 -5.421131 -0.285 -0.647 1.029 0.287
C 0.255004 -3.223935 -9.598331 -1.054 3.122 -0.331 0.135
C 0.473601 4.467982 -4.663959 -0.301 0.318 0.190 0.000
C 1.142300 2.178597 -4.208090 0.497 0.494 -0.112 -0.004
C -0.652195 -0.620964 -5.055645 0.221 0.662 0.348 0.365
C 0.915706 -0.653976 -4.846850 0.439 -0.531 0.614 0.059
C 1.682493 -4.049797 -7.829128 0.391 0.343 1.173 -0.049
C -0.773000 -3.043730 -4.805649 -0.517 -0.548 -0.509 0.219
C 2.144432 0.502355 1.411954 0.222 -0.293 0.128 0.002
C 0.910025 3.278464 -8.454155 0.084 -0.061 -0.019 0.004
C 0.894091 -4.288965 -8.954897 0.532 -1.632 0.670 0.355
H 0.756031 -3.859325 -3.538292 -0.004 0.214 -0.238 -0.013
H 3.113585 1.376641 3.022600 -0.135 -0.377 -0.231 0.000
H -0.827897 -2.445709 1.345692 0.137 0.174 -0.062 -0.005
H 2.489257 3.706658 -4.906472 -0.346 0.100 -0.098 -0.001
H 2.237410 -4.865628 -7.354071 -0.073 0.349 -0.371 0.004
H -0.561242 4.739598 -9.111664 0.113 -0.454 0.204 0.000
H -1.296530 0.225393 -4.865420 0.099 0.233 0.206 -0.042
H -2.228605 2.636694 -3.660706 0.539 0.092 0.245 -0.001
H 2.210316 -1.957392 -3.649338 -0.074 0.044 -0.441 -0.008
H -0.274417 -3.384589 -10.536556 0.157 0.050 0.206 0.009
H 0.662779 -0.243317 -1.789422 -0.399 -0.469 -0.295 0.008
H 0.742591 5.486467 -4.950863 -0.120 -0.321 -0.030 0.000
H -0.407300 1.015644 -3.199903 0.255 0.264 -0.309 -0.002
H 2.164020 1.658863 -7.785824 -0.380 0.174 -0.003 0.010
H 2.341058 2.535032 1.084553 -0.235 -0.370 -0.179 -0.002
H -1.354141 -3.969340 -4.805292 0.227 0.259 -0.277 -0.001
H -1.915693 -1.051944 -2.660068 0.013 -0.044 0.110 0.012
H -0.173218 -1.084125 -9.520257 -0.153 -0.350 0.093 0.006
H 0.819256 -5.302537 -9.361086 0.130 0.442 0.086 0.004
H -2.479380 3.280682 -8.463393 0.199 -0.047 0.055 0.000
H -1.644629 4.904273 -4.511408 0.136 -0.052 0.054 0.000
H -3.005114 0.654643 -0.844175 -0.020 -0.124 -0.049 -0.005
H 2.459246 -2.513293 -6.498442 -0.222 -0.216 -0.173 0.030
H 1.757630 1.695970 -1.205129 -0.298 -0.236 0.417 -0.003
H -2.100373 1.061350 -7.471695 0.058 0.274 0.071 0.008
H 3.654548 1.318978 -5.121495 -0.298 -0.388 -1.207 0.003
H 2.999242 -0.362937 3.054058 -0.113 0.557 -0.405 0.000
H 0.541289 2.491367 -0.409429 0.206 -0.278 0.032 0.006
H -2.298494 -0.206115 1.621953 -0.025 -0.014 -0.198 0.031
H -2.216320 -1.935173 -5.971674 0.231 0.251 0.498 -0.038
H -0.534240 -2.933500 -1.315518 -0.069 0.128 0.200 -0.004
H 1.753568 3.891243 -8.781031 -0.189 -0.289 0.179 0.000

=====

Energy relative to the best compared isomer or geometry (same formula, charge and spin) (computed, kcal per mole): 29.7 155.9 0.0
M (computed, g/mol): 166.27 131.18 659.37